DFT (wB97M-V/def2-TZVPD) results for a molecular structure, C20H42GeN3O7STi at a distorted geometry.

Calculated values
spin multiplicity	2
HOMO-LUMO gap (spin up / spin down)	6.60 / 6.62	eV
energy	-130696.2541	eV
energy above the lowest of the compared OMol25 structures with the same formula, charge and spin	31.81	kcal/mol

Geometry as XYZ:
```
75
C20H42GeN3O7STi wB97M-V/def2-TZVPD
Ge 1.82 -0.78 1.04
Ti -0.94 -0.03 -0.73
S -1.03 -1.70 -2.76
O 0.06 -0.69 -2.31
O 2.37 0.08 -0.51
O -1.79 -1.11 -3.85
O -0.49 -2.98 -3.06
O 0.67 0.65 1.53
O 0.13 -1.67 0.49
O -1.89 -1.65 -1.46
N -2.24 0.82 0.61
N -2.25 1.08 -2.22
N 0.31 1.80 -0.95
C 3.28 -0.51 -1.45
C -1.56 -3.25 1.15
C -4.50 0.42 1.26
C 3.06 -2.02 -1.61
C 3.09 0.19 -2.80
C -0.07 -3.07 0.86
C -2.02 2.42 -2.83
C 4.70 -0.24 -0.95
C 0.67 1.13 2.88
C -0.54 2.67 -3.10
C 1.15 0.09 3.90
C -4.73 1.78 1.32
C -3.24 -0.02 0.89
C -2.47 2.13 0.66
C 0.37 -4.01 -0.24
C -3.70 2.65 1.02
C 0.70 -3.43 2.13
C 1.60 2.35 2.94
C -0.73 1.54 3.29
C 0.22 2.98 -1.83
H 0.75 1.99 -0.06
H -1.62 2.77 0.46
H 0.44 -2.77 2.96
H 3.84 -0.16 -3.52
H -2.17 0.40 -2.99
H 1.23 3.33 -2.07
H 3.29 -2.53 -0.67
H 4.86 -0.74 0.01
H 1.45 -4.00 -0.35
H -3.83 3.72 1.06
H 0.45 -4.46 2.41
H -1.76 -4.27 1.46
H 2.62 2.06 2.69
H 0.96 1.14 -1.40
H 1.78 -3.37 1.99
H 0.06 -5.03 0.02
H 1.27 3.10 2.21
H -3.22 1.00 -1.93
H 2.15 -0.27 3.68
H -5.27 -0.30 1.49
H 5.44 -0.61 -1.66
H -1.09 2.38 2.69
H 4.85 0.83 -0.81
H 2.11 -0.02 -3.21
H -5.70 2.16 1.63
H -0.45 3.50 -3.79
H -1.85 -2.58 1.97
H -2.39 3.18 -2.14
H -3.01 -1.08 0.84
H -0.11 1.79 -3.59
H -0.28 3.79 -1.30
H -2.15 -3.03 0.27
H -1.42 0.70 3.16
H 1.60 2.81 3.93
H 1.16 0.53 4.90
H -0.07 -3.76 -1.20
H 3.72 -2.42 -2.38
H 2.03 -2.23 -1.88
H -2.59 2.50 -3.75
H 3.22 1.27 -2.67
H -0.74 1.85 4.34
H 0.47 -0.77 3.91
```